No. 1
Computed, not measured: 2 unconnected molecules or ions with the total composition CH4N2O3, with wB97M-V/def2-TZVPD.

Results
Energy: -375.50213 hartree
Relative energy (zero: lowest compared OMol25 entry of this formula, charge and spin): 13.6 kcal per mole
Multiplicity: 1
LUMO energy (spin up / spin down): 6.4 / 6.4 eV
Net charge: -2

Positions of all 10 atoms, in Å:
C1 4.073 -0.040 -0.258
N1 -8.368 -0.656 0.359
N2 -8.597 0.839 -0.539
O1 -8.696 -1.752 -0.236
O2 -8.784 1.810 0.158
O3 5.358 -0.060 -0.039
H1 3.734 0.526 -1.155
H2 3.306 0.401 0.506
H3 3.555 -1.112 -0.425
H4 -8.854 -0.377 1.153



No. 2
Computed, not measured: a gas-phase ion, C6H14NS (charge -1), with wB97M-V/def2-TZVPD.

Results
Energy: -689.90853 hartree
Relative energy (zero: lowest compared OMol25 entry of this formula, charge and spin): 41.9 kcal per mole
SMILES: CCCNCCC[S-]
Multiplicity: 1
LUMO energy: 3.4 eV
Net charge: -1

Positions of all 22 atoms, in Å:
C1 -0.750 1.330 -3.039
C2 0.061 0.855 -1.847
C3 -0.238 -0.692 -1.543
N1 0.292 -1.221 -0.227
C4 -0.347 -0.592 1.061
C5 0.619 -0.865 2.141
C6 0.520 -0.067 3.412
S1 0.756 1.801 3.276
H1 -1.371 0.607 -3.387
H2 -1.401 2.164 -2.835
H3 0.056 1.663 -3.798
H4 -0.205 1.378 -0.903
H5 1.079 1.124 -2.028
H6 0.191 -1.408 -2.361
H7 -1.261 -0.929 -1.568
H8 1.332 -1.058 -0.242
H9 -0.477 0.442 0.714
H10 -1.346 -1.128 1.140
H11 1.664 -0.751 1.733
H12 0.638 -1.936 2.315
H13 -0.656 -0.096 3.623
H14 0.844 -0.619 4.363



No. 3
Computed, not measured: 2 unconnected molecules or ions with the total composition C6H11NO, with wB97M-V/def2-TZVPD.

Results
Energy: -365.02052 hartree
Relative energy (zero: lowest compared OMol25 entry of this formula, charge and spin): 132.4 kcal per mole
Multiplicity: 1
LUMO energy (spin up / spin down): 0.8 / 0.8 eV
Net charge: 0

Positions of all 19 atoms, in Å:
C1 0.252 -0.925 -0.142
C2 -0.796 1.490 -0.485
C3 -0.136 2.080 0.889
C4 0.186 -1.320 -1.589
C5 -0.692 -1.614 0.804
C6 1.931 0.500 0.798
O1 -1.164 2.687 0.155
N1 1.383 -0.484 0.331
H1 -1.647 0.822 -0.590
H2 -0.196 1.632 -1.380
H3 -0.464 1.597 1.805
H4 0.724 2.735 0.989
H5 2.950 0.462 1.176
H6 0.963 -0.822 -2.169
H7 -0.589 -1.215 1.813
H8 -0.793 -1.059 -2.001
H9 0.309 -2.402 -1.711
H10 -0.500 -2.691 0.842
H11 -1.721 -1.472 0.465



No. 4
Computed, not measured: C2HF5 in the gas phase, with wB97M-V/def2-TZVPD.

Results
Energy: -576.12145 hartree
Relative energy (zero: lowest compared OMol25 entry of this formula, charge and spin): 20.7 kcal per mole
SMILES: FC(F)C(F)(F)F
Multiplicity: 1
LUMO energy: 1.0 eV
Net charge: 0

Positions of all 8 atoms, in Å:
F1 -0.025 -1.351 1.089
C1 0.210 -0.665 -0.024
F2 0.109 -1.355 -1.114
C2 1.872 -0.065 -0.010
F3 2.544 -0.502 -1.019
F4 1.666 1.249 -0.010
F5 2.533 -0.439 1.073
H1 -0.561 0.093 -0.195



No. 5
Computed, not measured: 2 unconnected molecules or ions with the total composition C4H12, with wB97M-V/def2-TZVPD.

Results
Energy: -159.15640 hartree
<S²>: 0.753
Relative energy (zero: lowest compared OMol25 entry of this formula, charge and spin): 8.4 kcal per mole
Multiplicity: 2
LUMO energy (spin up / spin down): -3.1 / -11.2 eV
Net charge: +1

Positions of all 16 atoms, in Å:
C1 -0.811 1.312 2.393
C2 -0.332 1.118 1.016
H1 -1.910 1.201 2.433
H2 -0.500 0.517 3.117
H3 -0.445 2.256 2.785
H4 -0.296 0.023 0.737
H5 0.533 1.732 0.768
H6 -1.098 1.370 0.213
C3 -0.083 -1.248 -2.057
C4 1.235 -1.175 -1.342
H7 -0.754 -1.901 -1.507
H8 -0.511 -0.232 -2.084
H9 0.022 -1.591 -3.088
H10 1.094 -0.976 -0.254
H11 1.884 -0.403 -1.771
H12 1.972 -2.004 -1.358



No. 6
Computed, not measured: a molecular structure, C2HI5S, with wB97M-V/def2-TZVPD.

Results
Energy: -1963.33020 hartree
Relative energy (zero: lowest compared OMol25 entry of this formula, charge and spin): 61.8 kcal per mole
Multiplicity: 1
LUMO energy (spin up / spin down): -1.5 / -1.5 eV
Net charge: 0

Positions of all 9 atoms, in Å:
C1 1.436 1.140 0.009
C2 2.765 -0.950 -0.248
S1 -0.136 0.608 0.388
I1 1.545 2.467 -1.750
I2 2.450 2.053 1.698
I3 3.161 -1.520 1.719
I4 4.507 -0.367 -1.336
I5 1.403 -2.234 -1.259
H1 -0.425 0.895 -0.859



No. 7
Computed, not measured: a molecular structure, C56H49MoN10O2PS2, with wB97M-V/def2-TZVPD.

Results
Energy: -4066.13112 hartree
<S²>: 2.015
Relative energy (zero: lowest compared OMol25 entry of this formula, charge and spin): 0.0 kcal per mole
Multiplicity: 3
LUMO energy (spin up / spin down): -12.3 / -12.0 eV
Net charge: +4

Positions of all 121 atoms, in Å:
Mo1 0.130 0.103 -0.904
S1 -0.758 2.452 -0.812
C1 -0.180 3.071 0.675
N1 -0.693 4.101 1.272
C2 -0.071 4.627 2.508
C3 1.423 4.494 2.418
N2 1.781 3.090 2.096
C4 3.007 2.583 2.793
C5 2.737 2.512 4.273
C6 1.801 1.605 4.768
C7 1.558 1.539 6.130
C8 2.251 2.377 6.998
C9 3.185 3.276 6.507
C10 3.427 3.350 5.141
C11 1.034 2.421 1.295
S2 1.418 0.754 0.894
C12 -1.948 4.791 0.840
C13 -2.895 4.909 2.001
C14 -3.544 3.773 2.481
C15 -4.406 3.869 3.560
C16 -4.628 5.104 4.159
C17 -3.994 6.240 3.677
C18 -3.123 6.143 2.599
H1 -0.487 4.094 3.365
H2 -0.351 5.674 2.602
H3 1.878 4.731 3.377
H4 1.862 5.128 1.644
H5 3.791 3.308 2.569
H6 3.278 1.623 2.361
H7 1.281 0.926 4.097
H8 0.843 0.827 6.520
H9 2.067 2.319 8.062
H10 3.733 3.915 7.186
H11 4.172 4.041 4.762
H12 -2.371 4.224 0.014
H13 -1.646 5.773 0.469
H14 -3.405 2.817 1.985
H15 -4.923 2.991 3.924
H16 -5.310 5.182 4.995
H17 -4.184 7.202 4.132
H18 -2.647 7.037 2.212
C19 2.406 -5.155 -1.063
N3 2.200 -3.684 -1.069
C20 1.081 -3.001 -0.950
N4 1.365 -1.689 -0.901
C21 2.738 -1.664 -1.003
N5 3.260 -2.850 -1.096
C22 2.360 -5.703 0.338
C23 3.474 -6.246 0.966
C24 3.351 -6.760 2.254
C25 2.138 -6.719 2.924
C26 1.026 -6.166 2.295
C27 1.144 -5.679 1.001
C28 -0.277 -6.074 2.955
N6 -0.660 -6.456 4.118
N7 -1.998 -6.080 4.236
C29 -2.309 -5.501 3.134
O1 -1.269 -5.452 2.259
C30 -3.557 -4.863 2.716
C31 -4.705 -4.923 3.502
C32 -5.856 -4.274 3.084
C33 -5.870 -3.546 1.899
C34 -4.726 -3.496 1.114
C35 -4.697 -2.720 -0.176
N8 -3.583 -1.733 -0.139
C36 -2.459 -1.717 -0.806
N9 -1.699 -0.682 -0.370
C37 -2.499 -0.104 0.608
N10 -3.616 -0.727 0.774
C38 -3.580 -4.163 1.517
H19 3.362 -5.316 -1.555
H20 1.613 -5.581 -1.678
H21 0.106 -3.452 -0.882
H22 3.324 -0.760 -1.027
H23 4.428 -6.284 0.457
H24 4.214 -7.198 2.737
H25 2.043 -7.116 3.926
H26 0.255 -5.309 0.504
H27 -4.685 -5.480 4.429
H28 -6.751 -4.327 3.689
H29 -6.771 -3.031 1.591
H30 -5.610 -2.150 -0.335
H31 -4.509 -3.351 -1.046
H32 -2.208 -2.411 -1.593
H33 -2.209 0.759 1.182
H34 -2.686 -4.147 0.903
O2 0.599 0.383 -2.684
P1 1.082 0.794 -4.175
C39 0.392 -0.421 -5.251
C40 -0.156 -0.030 -6.474
C41 -0.601 -1.000 -7.362
C42 -0.499 -2.342 -7.031
C43 0.054 -2.735 -5.813
C44 0.505 -1.779 -4.923
C45 0.464 2.407 -4.525
C46 -0.921 2.619 -4.474
C47 -1.436 3.853 -4.820
C48 -0.577 4.872 -5.226
C49 0.793 4.663 -5.285
C50 1.323 3.429 -4.936
C51 2.846 0.725 -4.120
C52 3.552 -0.089 -5.004
C53 4.939 -0.127 -4.937
C54 5.609 0.640 -3.997
C55 4.905 1.459 -3.115
C56 3.525 1.506 -3.173
H35 -0.229 1.017 -6.737
H36 -1.023 -0.705 -8.313
H37 -0.843 -3.093 -7.729
H38 0.145 -3.787 -5.580
H39 0.971 -2.080 -3.990
H40 -1.594 1.813 -4.200
H41 -2.505 4.020 -4.802
H42 -0.984 5.832 -5.517
H43 1.450 5.454 -5.620
H44 2.390 3.259 -5.008
H45 3.030 -0.678 -5.748
H46 5.493 -0.748 -5.627
H47 6.690 0.613 -3.957
H48 5.443 2.072 -2.404
H49 2.975 2.168 -2.511



No. 8
Computed, not measured: 2 unconnected molecules or ions with the total composition C5H11BrO2, with wB97M-V/def2-TZVPD.

Results
Energy: -2921.51077 hartree
Relative energy (zero: lowest compared OMol25 entry of this formula, charge and spin): 34.9 kcal per mole
Multiplicity: 1
LUMO energy: 0.7 eV
Net charge: 0

Positions of all 19 atoms, in Å:
C1 -0.230 -0.166 -1.845
C2 0.010 1.803 -0.238
C3 -0.698 -1.523 1.083
C4 0.430 -0.566 1.046
C5 0.603 0.536 -0.755
O1 -1.819 -0.837 1.558
O2 1.902 0.503 -1.112
Br1 2.298 -1.299 1.379
H1 -1.221 0.215 -1.778
H2 0.094 0.035 -2.853
H3 -0.129 -1.278 -1.719
H4 -0.925 1.555 0.316
H5 0.621 2.313 0.372
H6 -0.329 2.483 -1.113
H7 -0.534 -2.419 1.631
H8 -0.959 -1.845 0.110
H9 0.460 0.268 1.813
H10 -1.962 -0.778 2.555
H11 2.389 1.003 -0.450



No. 9
Computed, not measured: 2 unconnected molecules or ions with the total composition C3H9N3, with wB97M-V/def2-TZVPD.

Results
Energy: -283.93458 hartree
Relative energy (zero: lowest compared OMol25 entry of this formula, charge and spin): 30.5 kcal per mole
SMILES: [H]/N=C/N.C=CN
Multiplicity: 1
LUMO energy: 0.9 eV
Net charge: 0

Positions of all 15 atoms, in Å:
H1 -3.969 0.490 -0.610
N1 -3.561 -0.273 -0.079
C1 -2.334 -0.037 0.171
N2 -1.551 -0.948 0.830
H2 -1.766 0.709 -0.401
H3 -2.103 -1.694 1.221
H4 -0.601 -0.751 1.080
C2 2.395 1.273 0.264
C3 1.803 0.517 -0.648
N3 1.348 -0.817 -0.413
H5 2.749 2.269 0.050
H6 2.538 0.944 1.283
H7 1.577 0.866 -1.649
H8 1.442 -1.297 -1.296
H9 2.033 -1.251 0.198